# 1
Below is a 2-piece molecular cluster, CH2Cl2N2 overall in a non-equilibrium geometry, with properties calculated with the ωB97M-V functional and the def2-TZVPD basis.

Last column: natural (NBO) charge in e.
Atoms and positions in Å:
Cl1 -0.2637 2.6996 -0.7968  0.2948
Cl2 2.3134 0.3767 0.5105  -0.7692
N1 -0.4111 -1.0785 0.2893  -0.7853
N2 -0.8826 1.1357 -0.5117  -0.4037
C1 -0.3559 0.1319 -0.1950  0.7662
H1 0.1942 -1.4018 1.0320  0.4694
H2 -0.5942 -1.8636 -0.3283  0.4279

- Maximum force: 0.0588 Eh/bohr
- DFT total energy: -29091.237 eV
- E_HOMO: -8.86 eV
- ΔE to the lowest compared entry with this formula, charge and spin: 55.77 kcal per mole
- Spin multiplicity: 1

***

# 2
Below is a 2-piece molecular cluster, CH2Cl2O2 overall in a non-equilibrium geometry, with properties calculated with the ωB97M-V functional and the def2-TZVPD basis.

Last column: natural (NBO) charge in e.
Atoms and positions in Å:
Cl1 -0.4526 -0.6905 2.1748  0.1024
Cl2 -1.3218 -1.7148 -0.3856  0.0587
O1 0.2122 1.2406 0.1923  -0.2560
O2 0.6987 1.1997 -1.0759  -0.4191
C1 -0.1042 -0.9241 0.5480  -0.1727
H1 0.0953 1.8009 -1.5919  0.4595
H2 0.8725 -0.9119 0.1383  0.2272

- Maximum force: 0.0384 Eh/bohr
- DFT total energy: -30203.598 eV
- E_HOMO (alpha / beta): -10.14 / -8.40 eV
- ΔE to the lowest compared entry with this formula, charge and spin: 137.05 kcal per mole
- Spin multiplicity: 1

***

# 3
Below is a 2-piece molecular cluster, CH2Cl2S2 overall in a non-equilibrium geometry, with properties calculated with the ωB97M-V functional and the def2-TZVPD basis.

Last column: natural (NBO) charge in e.
Atoms and positions in Å:
Cl1 -2.6683 0.7085 0.0759  0.0940
Cl2 -0.7979 -1.5471 -0.3289  0.0394
S1 1.4501 1.2855 0.5149  -0.1797
S2 1.8006 0.4781 -1.2383  0.0595
C1 -1.5405 -0.3657 0.6215  -0.3112
H1 -0.7315 -0.0017 1.1959  0.1910
H2 2.4874 -0.5576 -0.8409  0.1070

- Maximum force: 0.0300 Eh/bohr
- DFT total energy: -47782.132 eV
- E_HOMO (alpha / beta): -8.49 / -9.06 eV
- ΔE to the lowest compared entry with this formula, charge and spin: 50.07 kcal per mole
- Spin multiplicity: 1

***

# 4
Below is a 2-piece molecular cluster, CH2Cl3N3 overall in a non-equilibrium geometry, with properties calculated with the ωB97M-V functional and the def2-TZVPD basis.

Last column: natural (NBO) charge in e.
Atoms and positions in Å:
Cl1 -2.1953 -1.8850 -0.4931  0.0951
Cl2 0.5261 2.5351 -0.1988  0.2178
Cl3 -3.0534 0.8202 -0.1034  0.1600
N1 2.5815 -0.5825 -0.4933  -0.6624
N2 0.7504 0.8851 0.0016  -0.5971
N3 -2.2492 -0.4956 0.5482  -0.6676
C1 1.6757 0.1270 -0.1477  0.6546
H1 -1.1987 -0.3588 0.8193  0.4089
H2 3.1629 -1.0455 0.0672  0.3906

- Maximum force: 0.0876 Eh/bohr
- DFT total energy: -43102.409 eV
- E_HOMO: -9.29 eV
- ΔE to the lowest compared entry with this formula, charge and spin: 27.60 kcal per mole
- Spin multiplicity: 1

***

# 5
Below is one molecule with the formula CH2Cl4P2 in a non-equilibrium geometry, with properties calculated with the ωB97M-V functional and the def2-TZVPD basis.

Last column: natural (NBO) charge in e.
Atoms and positions in Å:
Cl1 -0.3818 -2.4602 -0.7021  -0.1374
Cl2 -0.5677 2.3443 0.8707  -0.2322
Cl3 -0.6898 -0.7708 1.9748  -0.1449
Cl4 -2.7345 -0.0266 -0.7645  -0.5713
P1 -0.0779 1.3358 -0.7577  0.6261
P2 -0.4686 -0.6357 0.0302  1.0131
C1 1.2438 0.0827 -0.1774  -1.0733
H1 1.9261 0.3933 0.6019  0.2616
H2 1.7504 -0.2628 -1.0759  0.2583

- Maximum force: 0.0429 Eh/bohr
- DFT total energy: -69736.728 eV
- E_HOMO: -8.60 eV
- ΔE to the lowest compared entry with this formula, charge and spin: 34.97 kcal per mole
- Spin multiplicity: 1

***

# 6
Below is CH2Cl4P2 as an isolated structure in a non-equilibrium geometry, with properties calculated with the ωB97M-V functional and the def2-TZVPD basis.

Last column: natural (NBO) charge in e.
Atoms and positions in Å:
Cl1 1.1360 -1.3763 -2.3284  0.0045
Cl2 1.3482 -1.0202 1.2836  -0.2353
Cl3 -1.3809 -1.8688 0.1790  -0.2428
Cl4 -0.8850 2.4366 2.3845  -0.2856
P1 -0.1950 -0.2715 0.3561  0.7992
P2 -1.8394 0.7438 2.3010  0.1923
C1 0.6283 0.0197 -1.3638  -0.6933
H1 1.3625 0.6364 -0.9927  0.2208
H2 -0.1747 0.7004 -1.8193  0.2402

- Maximum force: 0.0816 Eh/bohr
- DFT total energy: -69735.876 eV
- E_HOMO (alpha / beta): -7.73 / -7.45 eV
- ΔE to the lowest compared entry with this formula, charge and spin: 54.62 kcal per mole
- Spin multiplicity: 1

***

# 7
Below is CH2Cl4P2 as an isolated structure in a non-equilibrium geometry, with properties calculated with the ωB97M-V functional and the def2-TZVPD basis.

Last column: natural (NBO) charge in e.
Atoms and positions in Å:
Cl1 3.3558 0.0128 0.9649  -0.6123
Cl2 0.4815 1.0416 2.1380  -0.1759
Cl3 0.7048 -1.8208 0.7316  -0.1774
Cl4 -0.0471 -0.6520 -2.7079  -0.2028
P1 0.6961 0.1389 0.3913  0.8971
P2 -0.5369 0.9350 -1.6455  0.8712
C1 -1.1714 0.1860 -0.0918  -1.1339
H1 -1.7743 0.9050 0.4539  0.2659
H2 -1.7084 -0.7465 -0.2344  0.2681

- Maximum force: 0.0408 Eh/bohr
- DFT total energy: -69736.083 eV
- E_HOMO (alpha / beta): -8.62 / -8.71 eV
- ΔE to the lowest compared entry with this formula, charge and spin: 49.86 kcal per mole
- Spin multiplicity: 1

***

# 8
Below is one molecule with the formula CH2ClFP2 in a non-equilibrium geometry, with properties calculated with the ωB97M-V functional and the def2-TZVPD basis.

Last column: natural (NBO) charge in e.
Atoms and positions in Å:
Cl1 -2.0042 -0.5182 -0.3597  0.0459
P1 2.4453 -0.9270 -0.0628  0.6407
P2 0.8945 0.4260 -0.3226  0.2220
F1 3.5234 0.2799 -0.1415  -0.5820
C1 -0.5910 -0.1472 0.5049  -0.5392
H1 -0.5051 -0.5889 1.4777  0.2063
H2 0.4582 0.0254 -1.5565  0.0063

- Maximum force: 0.0442 Eh/bohr
- DFT total energy: -34884.384 eV
- E_HOMO (alpha / beta): -8.78 / -8.08 eV
- ΔE to the lowest compared entry with this formula, charge and spin: 50.44 kcal per mole
- Spin multiplicity: 1

***

# 9
Below is a 2-piece molecular cluster, CH2ClI overall in a non-equilibrium geometry, with properties calculated with the ωB97M-V functional and the def2-TZVPD basis.

Last column: natural (NBO) charge in e.
Atoms and positions in Å:
I1 -0.0962 1.5010 3.4682  -0.0222
Cl1 0.4585 -1.3442 0.0927  0.0817
C1 0.6162 -2.0179 1.5760  -0.4183
H1 1.5359 -2.4309 1.8619  0.1746
H2 -0.1388 -2.7433 1.9719  0.1843

- Maximum force: 0.0618 Eh/bohr
- DFT total energy: -21689.651 eV
- E_HOMO (alpha / beta): -10.18 / -8.84 eV
- ΔE to the lowest compared entry with this formula, charge and spin: 53.88 kcal per mole
- Spin multiplicity: 1

***

# 10
Below is CH2ClIO as an isolated structure in a non-equilibrium geometry, with properties calculated with the ωB97M-V functional and the def2-TZVPD basis.

Last column: natural (NBO) charge in e.
Atoms and positions in Å:
I1 2.2440 1.1093 -0.3288  0.0680
Cl1 -0.2175 1.0941 1.7837  0.0016
O1 -0.4793 -0.0283 -0.5322  -0.7378
C1 0.4892 0.0959 0.5446  -0.0380
H1 0.6113 -0.9356 0.7656  0.2176
H2 -0.8978 0.7020 -0.9343  0.4886

- Maximum force: 0.0901 Eh/bohr
- DFT total energy: -23739.178 eV
- E_HOMO: -9.80 eV
- ΔE to the lowest compared entry with this formula, charge and spin: 8.85 kcal per mole
- Spin multiplicity: 1

***

# 11
Below is CH2ClN2O2 as an isolated structure in a non-equilibrium geometry, with properties calculated with the ωB97M-V functional and the def2-TZVPD basis.

Last column: natural (NBO) charge in e.
Atoms and positions in Å:
Cl1 1.7891 -1.8161 -0.0015  -0.3348
O1 -2.4145 -0.0656 0.5793  -0.4875
O2 -1.3178 0.2024 -1.2493  -0.5551
N1 -1.3633 0.0928 -0.0276  0.4761
N2 -0.2733 0.2095 0.7328  -0.1540
C1 0.8930 0.2994 0.1376  -0.3361
H1 0.9772 0.4585 -0.9348  0.2067
H2 1.7097 0.6189 0.7634  0.1846

- Maximum force: 0.0541 Eh/bohr
- DFT total energy: -20662.113 eV
- E_HOMO (alpha / beta): -1.58 / -5.35 eV
- Total charge: -1
- ΔE to the lowest compared entry with this formula, charge and spin: 0.00 kcal per mole
- Spin multiplicity: 3

***

# 12
Below is one molecule with the formula CH2ClNO in a non-equilibrium geometry, with properties calculated with the ωB97M-V functional and the def2-TZVPD basis.

Last column: natural (NBO) charge in e.
Atoms and positions in Å:
Cl1 -3.0228 0.4416 -0.0433  0.0397
O1 -1.0931 -1.3666 -0.3614  -0.3668
N1 -1.9175 -0.7537 0.6144  -0.0867
C1 -0.4364 -0.1552 -0.0831  0.0416
H1 -0.4251 0.4879 -0.9538  0.1878
H2 0.5297 -0.2762 0.3752  0.1844

- Maximum force: 0.0983 Eh/bohr
- DFT total energy: -17124.491 eV
- E_HOMO: -10.28 eV
- ΔE to the lowest compared entry with this formula, charge and spin: 117.51 kcal per mole
- Spin multiplicity: 1

***

# 13
Below is one molecule with the formula CH2ClNO2S2 in a non-equilibrium geometry, with properties calculated with the ωB97M-V functional and the def2-TZVPD basis.

Last column: natural (NBO) charge in e.
Atoms and positions in Å:
Cl1 1.6116 1.2628 -0.8716  0.0621
S1 2.5381 -1.1541 0.4616  0.1043
S2 -1.1400 0.4163 0.1409  2.1713
O1 -0.8973 1.1652 1.3065  -0.9136
O2 -2.2459 -0.4904 0.1104  -0.9258
N1 0.0152 -0.6415 -0.2771  -0.8985
C1 1.3805 -0.2931 -0.2145  -0.0534
H1 -0.9751 1.2959 -0.8310  -0.0005
H2 -0.2870 -1.5610 0.1747  0.4540

- Maximum force: 0.0520 Eh/bohr
- DFT total energy: -40845.668 eV
- E_HOMO: -9.88 eV
- ΔE to the lowest compared entry with this formula, charge and spin: 22.51 kcal per mole
- Spin multiplicity: 1

***

# 14
Below is a 3-piece molecular cluster, CH2ClNO2S2 overall in a non-equilibrium geometry, with properties calculated with the ωB97M-V functional and the def2-TZVPD basis.

Last column: natural (NBO) charge in e.
Atoms and positions in Å:
Cl1 2.8599 1.2442 0.8765  -0.2856
S1 1.2559 -2.8331 -0.6137  1.6471
S2 -1.2139 -1.5533 1.1821  -0.0429
O1 0.7103 -3.2878 -1.8848  -0.8058
O2 2.1241 -1.6482 -0.6865  -0.8616
N1 -0.3715 1.0340 0.8239  -0.6370
C1 -0.8470 -0.0683 0.8318  0.2480
H1 0.3797 1.5448 0.4274  0.4447
H2 3.2742 0.1895 0.2853  0.2932

- Maximum force: 0.0549 Eh/bohr
- DFT total energy: -40846.644 eV
- E_HOMO: -9.84 eV
- ΔE to the lowest compared entry with this formula, charge and spin: 0.00 kcal per mole
- Spin multiplicity: 1

***

# 15
Below is a 2-piece molecular cluster, CH2ClNOP2 overall in a non-equilibrium geometry, with properties calculated with the ωB97M-V functional and the def2-TZVPD basis.

Last column: natural (NBO) charge in e.
Atoms and positions in Å:
Cl1 1.1259 3.1857 -0.0615  -0.0347
P1 -1.6041 -1.4821 0.8864  0.5566
P2 1.0384 -0.8767 -0.4062  0.7472
O1 0.9885 2.4545 -2.6095  -0.4566
N1 -0.0248 -1.7340 0.3009  -1.2135
C1 1.1251 2.1265 -1.4848  0.4768
H1 -1.5952 -2.7859 1.2751  -0.0463
H2 -1.0537 -0.8881 2.0996  -0.0294

- Maximum force: 0.0495 Eh/bohr
- DFT total energy: -35702.851 eV
- E_HOMO (alpha / beta): -7.04 / -9.49 eV
- ΔE to the lowest compared entry with this formula, charge and spin: 0.00 kcal per mole
- Spin multiplicity: 3

***

# 16
Below is a 2-piece molecular cluster, CH2ClNOS2 overall in a non-equilibrium geometry, with properties calculated with the ωB97M-V functional and the def2-TZVPD basis.

Last column: natural (NBO) charge in e.
Atoms and positions in Å:
Cl1 1.2727 -2.1447 -0.4837  0.1216
S1 -0.5752 0.0865 -0.8005  0.2803
S2 -2.4354 -0.1896 0.2193  -0.1590
O1 3.2174 0.2901 0.5769  -0.3839
N1 0.7203 -0.6609 0.0360  -0.8363
C1 2.2380 0.6330 0.1101  0.6636
H1 1.7078 1.4177 -0.3336  0.1874
H2 -2.8050 -1.4390 0.0443  0.1263

- Maximum force: 0.0848 Eh/bohr
- DFT total energy: -38796.388 eV
- E_HOMO: -8.81 eV
- ΔE to the lowest compared entry with this formula, charge and spin: 54.94 kcal per mole
- Spin multiplicity: 1

***

# 17
Below is a 2-piece molecular cluster, CH2ClNOS2 overall in a non-equilibrium geometry, with properties calculated with the ωB97M-V functional and the def2-TZVPD basis.

Last column: natural (NBO) charge in e.
Atoms and positions in Å:
Cl1 -0.6865 1.7569 -0.5582  0.2026
S1 1.4880 -0.7718 0.5612  0.0249
S2 2.2302 0.9919 0.2079  0.0629
O1 -2.3363 -0.1635 1.0608  -0.5365
N1 -0.7260 0.0609 -0.5751  -0.4848
C1 -1.5607 -0.5938 0.2057  0.4457
H1 2.9565 0.5244 -0.9674  0.1548
H2 -1.3653 -1.8050 0.0651  0.1303

- Maximum force: 0.0937 Eh/bohr
- DFT total energy: -38796.072 eV
- E_HOMO (alpha / beta): -9.90 / -9.27 eV
- ΔE to the lowest compared entry with this formula, charge and spin: 62.23 kcal per mole
- Spin multiplicity: 1

***

# 18
Below is a 2-piece molecular cluster, CH2ClO2S overall in a non-equilibrium geometry, with properties calculated with the ωB97M-V functional and the def2-TZVPD basis.

Last column: natural (NBO) charge in e.
Atoms and positions in Å:
Cl1 4.2573 -0.8484 0.5897  -0.4370
S1 2.3417 -0.0850 -0.0266  0.4785
O1 -1.6567 0.0393 0.6175  -0.5342
O2 2.5168 1.4039 -0.1992  -1.0045
C1 -0.8440 -0.6217 -0.0052  0.2799
H1 -0.1981 -0.1801 -0.8120  0.1145
H2 -0.5857 -1.6962 0.0551  0.1028

- Maximum force: 0.0355 Eh/bohr
- DFT total energy: -28522.090 eV
- E_HOMO: -2.34 eV
- Total charge: -1
- ΔE to the lowest compared entry with this formula, charge and spin: 11.47 kcal per mole
- Spin multiplicity: 1

***

# 19
Below is a 2-piece molecular cluster, CH2ClP overall in a non-equilibrium geometry, with properties calculated with the ωB97M-V functional and the def2-TZVPD basis.

Last column: natural (NBO) charge in e.
Atoms and positions in Å:
Cl1 -3.2401 -0.2636 0.0076  -0.3754
P1 -0.3168 -1.3620 -0.0528  0.5652
C1 -0.7208 0.2569 0.0996  -0.4169
H1 -0.6848 1.3959 0.1059  0.2487
H2 1.1294 -1.3845 -0.3880  -0.0215

- Maximum force: 0.0532 Eh/bohr
- DFT total energy: -22876.415 eV
- E_HOMO (alpha / beta): -9.97 / -9.96 eV
- ΔE to the lowest compared entry with this formula, charge and spin: 80.41 kcal per mole
- Spin multiplicity: 1

***

# 20
Below is CH2ErF3NO4S as an isolated structure in a non-equilibrium geometry, with properties calculated with the ωB97M-V functional and the def2-TZVPD basis.

Last column: natural (NBO) charge in e.
Atoms and positions in Å:
Er1 0.7805 1.0749 0.4304  1.8762
S1 -1.9233 -0.3102 1.3196  2.0918
F1 -3.2434 1.0377 -0.5222  -0.2995
F2 -4.2897 -0.6835 0.2578  -0.2754
F3 -4.1527 1.1218 1.4335  -0.2663
O1 0.1624 -1.5989 0.5060  -0.5240
O2 -1.2200 0.9821 1.6692  -1.0543
O3 -2.3994 -1.1415 2.4185  -0.8120
O4 2.4478 -0.6966 -0.2268  -1.1476
N1 -1.0537 -1.0030 0.1996  -0.4853
C1 -3.5148 0.3436 0.5726  0.7984
H1 3.2289 -1.0041 0.2357  0.4983
H2 1.5063 -1.8592 -0.0174  0.5999

- Maximum force: 0.1086 Eh/bohr
- DFT total energy: -57344.643 eV
- E_HOMO (alpha / beta): -14.37 / -11.79 eV
- Total charge: +1
- ΔE to the lowest compared entry with this formula, charge and spin: 92.10 kcal per mole
- Spin multiplicity: 4